(1)
Here is C4H4HgLiO5 as an isolated structure at a distorted geometry from the Open Molecules 2025 dataset. Energies are from ωB97M-V with the def2-TZVPD basis set.

Geometry as XYZ:
```
15
Properties=species:S:1:pos:R:3:forces:R:3
O -3.7245 1.8484 -1.2056 -2.074 -0.049 0.435
C -4.0983 1.3674 -0.1389 -1.198 1.151 -0.453
O -3.3569 0.7401 0.6596 -1.589 -0.900 2.095
Li -3.5346 -0.3633 2.1527 -0.313 0.111 0.115
Hg -1.8947 0.9022 -0.9077 4.685 0.708 -2.630
C 0.1445 0.8057 -0.6578 0.980 0.973 -0.155
C 0.7883 -0.2066 -1.2153 -1.321 -1.637 -0.959
H 0.5628 1.5369 0.0441 -0.697 -0.881 0.926
H 0.6891 -0.5135 -2.2586 -0.552 -0.439 0.506
O 2.8537 -2.2175 0.8033 -0.796 -0.173 0.296
C 2.1979 -1.1864 0.4300 1.313 -0.023 -0.420
O 2.4438 -0.0462 0.9521 -0.554 2.488 -1.417
O 1.4111 -1.3417 -0.5575 0.983 0.712 -0.521
H 3.3933 -2.0560 1.5949 0.245 0.017 0.119
H 2.1244 0.7305 0.3048 0.888 -2.058 2.064
```
Forces are in eV/Å.

Summary:
Net charge = +2
HOMO level (spin up / spin down) = -0.6111 / -0.6214 Ha
Multiplicity = 2
HOMO-LUMO gap (spin up / spin down) = 8.3 / 7.9 eV
Max |F| = 5.4 eV/Å
Energy relative to the best compared isomer or geometry (same formula, charge and spin) = 0.000 eV
LUMO level (spin up / spin down) = -0.3047 / -0.3324 Ha
Expectation value of S² = 0.7628

natural (NBO) population analysis, charges in e, atoms 1 to 4:
1. O -0.6551
2. C 0.8396
3. O -0.9395
4. Li 0.9908

(2)
Here is an isolated molecule of C4H4INO2 at a distorted geometry from the Open Molecules 2025 dataset. Energies are from ωB97M-V with the def2-TZVPD basis set.

Geometry as XYZ:
```
12
Properties=species:S:1:pos:R:3:forces:R:3
O -1.7431 1.3058 0.9343 -0.955 0.024 1.180
C -0.8768 0.5750 0.5481 -1.101 2.548 0.017
C -0.2341 0.9061 -0.7778 -1.279 -4.004 -0.743
C 0.6555 -0.3415 -1.0064 -2.432 -0.620 0.017
C 0.5981 -1.0360 0.3636 4.225 1.632 0.696
O 1.5965 -1.5446 0.7923 0.234 -2.235 0.091
N -0.2963 -0.4605 1.2295 -1.801 -0.176 -0.445
I -0.8135 -1.0308 3.1506 0.399 0.300 -1.172
H -1.0556 0.9475 -1.4979 0.147 0.269 0.076
H 0.2576 1.8174 -0.7527 1.054 1.630 0.228
H 0.2831 -1.1093 -1.7247 0.141 0.971 0.070
H 1.6286 -0.0291 -1.2589 1.368 -0.339 -0.015
```
Forces are in eV/Å.

Summary:
HOMO level = -0.3642 Ha
Multiplicity = 1
HOMO-LUMO gap = 8.9 eV
Max |F| = 4.6 eV/Å
SMILES = O=C1CCC(=O)N1I
Energy relative to the best compared isomer or geometry (same formula, charge and spin) = 0.622 eV
LUMO level = -0.0371 Ha

natural (NBO) population analysis, charges in e, atoms 1 to 4:
1. O -0.5662
2. C 0.6627
3. C -0.4860
4. C -0.4827

(3)
Here is C4H4LaO as an isolated structure at a distorted geometry from the Open Molecules 2025 dataset. Energies are from ωB97M-V with the def2-TZVPD basis set.

Geometry as XYZ:
```
10
Properties=species:S:1:pos:R:3:forces:R:3
O 1.7553 0.5830 -0.0965 -1.856 1.049 -1.674
C 0.7180 0.5713 -0.8621 3.447 -4.026 1.426
C -0.5240 1.1077 -0.5867 -2.179 2.055 1.473
C -1.6506 0.3016 -0.2977 1.733 -0.784 0.514
C -2.2136 -0.5771 0.3690 -0.967 1.676 -1.030
H 0.6970 -0.2493 -1.6029 0.264 0.395 -0.172
H -0.5363 2.1357 -0.2117 -0.243 -0.211 -0.042
H -3.1262 -0.9188 0.8329 0.535 -0.502 -0.004
La 3.5186 -1.0081 1.3687 -2.249 -0.042 -0.804
H 1.3617 -1.9462 1.0871 1.514 0.389 0.312
```
Forces are in eV/Å.

Summary:
Net charge = +1
HOMO level (spin up / spin down) = -0.4395 / -0.3728 Ha
Multiplicity = 1
HOMO-LUMO gap (spin up / spin down) = 7.3 / 5.0 eV
Max |F| = 5.5 eV/Å
Energy relative to the best compared isomer or geometry (same formula, charge and spin) = 0.526 eV
LUMO level (spin up / spin down) = -0.1716 / -0.1880 Ha

Löwdin population analysis, charges in e, atoms 1 to 4:
1. O -0.2581
2. C -0.2474
3. C -0.0437
4. C -0.0667

(4)
Here is C4H4Li2O as an isolated structure at a distorted geometry from the Open Molecules 2025 dataset. Energies are from ωB97M-V with the def2-TZVPD basis set.

Geometry as XYZ:
```
11
Properties=species:S:1:pos:R:3:forces:R:3
C -1.2926 0.7015 1.7141 -1.337 0.918 0.459
C -2.1854 1.2304 2.4587 3.549 -2.141 -2.679
O 0.9640 -0.5657 -0.9622 2.107 -0.995 -4.248
C -0.0048 -0.0823 0.6783 -4.619 2.409 5.210
C -0.1821 0.2542 -0.7741 0.720 -0.792 2.344
H 0.8745 0.3107 1.2100 -0.285 -0.162 -0.767
H -0.2135 -1.1176 0.9944 0.281 0.474 -0.681
H -0.0307 1.3243 -0.9762 -0.179 -0.337 -0.201
H -1.1223 -0.1400 -1.1872 0.326 0.285 -0.089
Li 2.5184 0.3226 -1.4468 -0.502 -0.138 0.293
Li 0.6745 -2.2382 -1.7090 -0.061 0.480 0.359
```
Forces are in eV/Å.

Summary:
Net charge = +1
HOMO level (spin up / spin down) = -0.4562 / -0.4399 Ha
Multiplicity = 2
HOMO-LUMO gap (spin up / spin down) = 7.6 / 7.0 eV
Max |F| = 7.4 eV/Å
Energy relative to the best compared isomer or geometry (same formula, charge and spin) = 2.289 eV
LUMO level (spin up / spin down) = -0.1775 / -0.1810 Ha
Expectation value of S² = 0.7666

natural (NBO) population analysis, charges in e, atoms 1 to 4:
1. C -0.3341
2. C 0.1357
3. O -1.1534
4. C -0.3312

(5)
Here is C4H4LiNaO2 as an isolated structure at a distorted geometry from the Open Molecules 2025 dataset. Energies are from ωB97M-V with the def2-TZVPD basis set.

Geometry as XYZ:
```
12
Properties=species:S:1:pos:R:3:forces:R:3
H -2.5156 -0.5179 -1.9810 0.357 0.015 -0.051
C -0.6020 1.0107 2.0257 0.332 1.856 0.121
C -1.8598 1.4495 2.2846 0.208 0.733 -0.074
C -1.5487 -0.4113 -1.5190 0.773 0.480 -1.090
C -0.3464 -0.8004 -1.5518 -1.431 -0.678 1.907
O 0.7064 -1.2296 -1.0729 -0.244 -0.081 -2.426
O 0.0748 1.0454 0.8913 -0.378 -0.668 -0.564
Na 1.5347 -0.6058 0.5701 0.388 0.605 1.298
Li -0.7697 1.5187 -0.7919 0.005 -0.775 0.772
H 0.0566 0.8367 2.8942 -0.331 -0.165 0.073
H -2.0238 1.9793 3.2247 -0.134 -1.035 0.286
H -2.5894 1.7725 1.5363 0.457 -0.287 -0.251
```
Forces are in eV/Å.

Summary:
HOMO level = -0.2724 Ha
Multiplicity = 1
HOMO-LUMO gap = 6.9 eV
Max |F| = 2.5 eV/Å
Energy relative to the best compared isomer or geometry (same formula, charge and spin) = 0.000 eV
LUMO level = -0.0176 Ha

natural (NBO) population analysis, charges in e, atoms 1 to 4:
1. H 0.2410
2. C 0.1991
3. C -0.6411
4. C -0.7998

(6)
Here is C4H4LiO2 as an isolated structure at a distorted geometry from the Open Molecules 2025 dataset. Energies are from ωB97M-V with the def2-TZVPD basis set.

Geometry as XYZ:
```
11
Properties=species:S:1:pos:R:3:forces:R:3
O 2.2539 -1.7858 0.3940 -0.007 0.421 -0.861
C 2.2379 -0.6472 -0.0147 0.312 -0.382 2.591
C 0.9736 0.1416 -0.0474 -1.312 -0.390 0.092
H 3.1763 -0.0675 -0.1281 -0.211 -0.226 -0.577
H 1.0703 1.2273 0.0306 -0.039 -0.073 -1.316
C -0.2586 -0.4511 0.0466 0.795 0.061 0.155
C -1.4457 0.2423 -0.4313 1.778 2.085 1.173
O -2.4945 0.3023 0.1912 -1.045 -0.150 -0.334
Li -3.9146 1.4330 0.5688 0.141 -0.334 -0.051
H -0.3979 -1.3546 0.6452 0.306 -0.424 -0.892
H -1.2008 0.9598 -1.2550 -0.718 -0.588 0.020
```
Forces are in eV/Å.

Summary:
Net charge = +1
HOMO level (spin up / spin down) = -0.4958 / -0.4959 Ha
Multiplicity = 1
HOMO-LUMO gap (spin up / spin down) = 8.1 / 8.1 eV
Max |F| = 3.0 eV/Å
Energy relative to the best compared isomer or geometry (same formula, charge and spin) = 0.000 eV
LUMO level (spin up / spin down) = -0.1984 / -0.1984 Ha

natural (NBO) population analysis, charges in e, atoms 1 to 4:
1. O -0.4393
2. C 0.3585
3. C -0.1580
4. H 0.1497

(7)
Here is C4H4LiO2Tm as an isolated structure at a distorted geometry from the Open Molecules 2025 dataset. Energies are from ωB97M-V with the def2-TZVPD basis set.

Geometry as XYZ:
```
12
Properties=species:S:1:pos:R:3:forces:R:3
H -2.3888 0.3769 -0.0038 3.154 -0.861 0.047
C 1.2339 -0.5437 0.2736 -0.818 -0.846 1.291
C 0.3595 -1.7283 -0.1427 -0.054 -0.034 0.185
C -0.2557 -0.4511 0.2716 0.074 0.333 -0.667
C -1.1743 0.4805 0.0909 -4.068 -1.617 -0.243
O -0.9452 1.7992 0.0646 2.865 3.295 -0.653
O 1.9530 0.2064 -0.6230 -0.157 3.328 -1.259
H 1.6968 -0.6645 1.2642 -0.008 0.071 -0.497
H 0.3340 -2.5846 0.5373 0.164 0.311 -0.197
H 0.3068 -1.9798 -1.2064 -0.096 0.115 0.344
Tm 1.1679 2.0886 -0.8936 -0.705 -3.982 1.405
Li -2.2880 3.0005 0.3673 -0.350 -0.113 0.246
```
Forces are in eV/Å.

Summary:
Net charge = +2
HOMO level (spin up / spin down) = -0.5963 / -0.5954 Ha
Multiplicity = 3
HOMO-LUMO gap (spin up / spin down) = 6.0 / 6.0 eV
Max |F| = 4.4 eV/Å
LUMO level (spin up / spin down) = -0.3770 / -0.3764 Ha
Expectation value of S² = 2.0023

Löwdin population analysis, charges in e, atoms 1 to 4:
1. H 0.1840
2. C -0.3721
3. C 0.0337
4. C -0.1652

(8)
Here is C4H4LuO5 as an isolated structure at a distorted geometry from the Open Molecules 2025 dataset. Energies are from ωB97M-V with the def2-TZVPD basis set.

Geometry as XYZ:
```
14
Properties=species:S:1:pos:R:3:forces:R:3
O -2.4595 -0.7846 -0.1273 0.757 -0.633 -0.039
C -2.8742 0.4798 -0.0246 -2.116 0.256 -0.108
C -1.0207 -0.8039 0.0930 -0.213 -0.410 0.117
O -4.0405 0.8021 -0.0191 1.200 -0.257 0.045
O -1.8575 1.3193 0.0644 1.302 0.724 0.197
C -0.5904 0.6070 -0.2402 0.217 0.538 0.142
H -0.5747 -1.5658 -0.5564 -0.129 0.175 0.166
H -0.8721 -1.0898 1.1463 0.007 0.071 -0.236
H -0.5046 0.6811 -1.3411 0.096 -0.012 0.247
O 2.8575 -0.5084 0.9480 -1.115 2.169 2.911
C 3.6663 -0.0794 0.0184 -3.274 -4.134 -1.453
O 3.1865 0.8094 -0.7259 1.028 1.463 0.526
H 3.5591 -1.3504 -0.0332 2.588 1.498 -1.381
Lu 1.5247 1.4837 0.7975 -0.348 -1.448 -1.134
```
Forces are in eV/Å.

Summary:
HOMO level (spin up / spin down) = -0.2607 / -0.3541 Ha
Multiplicity = 2
HOMO-LUMO gap (spin up / spin down) = 6.3 / 8.3 eV
Max |F| = 5.5 eV/Å
Energy relative to the best compared isomer or geometry (same formula, charge and spin) = 3.286 eV
LUMO level (spin up / spin down) = -0.0276 / -0.0506 Ha
Expectation value of S² = 0.7516

natural (NBO) population analysis, charges in e, atoms 1 to 4:
1. O -0.4931
2. C 0.9604
3. C -0.1209
4. O -0.6017

(9)
Here is C4H4MgO5 as an isolated structure at a distorted geometry from the Open Molecules 2025 dataset. Energies are from ωB97M-V with the def2-TZVPD basis set.

Geometry as XYZ:
```
14
Properties=species:S:1:pos:R:3:forces:R:3
O 0.2507 -1.3218 -2.3922 -0.747 0.397 1.814
C 0.9086 -1.6368 -1.4538 2.155 -1.030 -2.496
O 1.9098 -2.1833 -1.1126 -1.400 0.646 1.139
O 0.2414 -0.5981 0.2666 -0.385 -0.129 1.592
C 0.2752 0.8420 -0.0228 0.158 -0.430 -0.146
H 1.0045 0.9538 -0.8453 -0.104 -0.068 0.231
C -1.0846 1.2635 -0.5614 -0.353 0.103 -0.096
H -1.4406 0.6296 -1.3946 0.231 0.105 0.232
H -1.8695 1.2312 0.2115 0.201 0.045 -0.115
H -1.0260 2.2984 -0.9355 -0.045 -0.167 0.117
C 0.0031 -1.0208 1.8238 -0.639 -0.131 -1.582
O 0.4070 -0.1522 2.6138 0.528 0.945 -0.117
O -0.5780 -2.0702 1.9817 0.715 0.601 -0.654
Mg 0.9983 1.7647 1.8207 -0.316 -0.885 0.083
```
Forces are in eV/Å.

Summary:
Net charge = -1
HOMO level (spin up / spin down) = -0.0895 / -0.1651 Ha
Multiplicity = 2
HOMO-LUMO gap (spin up / spin down) = 5.6 / 7.2 eV
Max |F| = 3.5 eV/Å
Energy relative to the best compared isomer or geometry (same formula, charge and spin) = 0.000 eV
LUMO level (spin up / spin down) = 0.1145 / 0.1002 Ha
Expectation value of S² = 0.7530

natural (NBO) population analysis, charges in e, atoms 1 to 4:
1. O -0.5911
2. C 1.0582
3. O -0.5847
4. O -0.7051

(10)
Here is a 2-piece molecular cluster, C4H4N overall at a distorted geometry from the Open Molecules 2025 dataset. Energies are from ωB97M-V with the def2-TZVPD basis set.

Geometry as XYZ:
```
9
Properties=species:S:1:pos:R:3:forces:R:3
C 0.6826 -1.4663 -0.8326 0.923 1.526 -1.407
C -1.6770 1.2611 1.5391 -0.737 -0.027 0.450
C 1.8639 -1.1790 -0.5353 -1.847 -0.921 0.830
C -0.9342 0.9553 0.5716 0.146 0.221 -0.195
N -0.2167 0.6097 -0.3393 -0.065 -0.358 0.413
H -0.2483 -1.4073 -1.4980 1.852 -0.984 1.456
H -2.4940 1.4185 2.2388 0.568 -0.016 -0.282
H 2.7957 -1.0477 0.0516 -0.934 -0.156 -0.954
H 0.2281 0.8558 -1.1960 0.092 0.716 -0.312
```
Forces are in eV/Å.

Summary:
Net charge = +1
HOMO level (spin up / spin down) = -0.5532 / -0.5484 Ha
Multiplicity = 1
HOMO-LUMO gap (spin up / spin down) = 6.6 / 7.1 eV
Max |F| = 2.6 eV/Å
Energy relative to the best compared isomer or geometry (same formula, charge and spin) = 4.417 eV
LUMO level (spin up / spin down) = -0.3091 / -0.2879 Ha

natural (NBO) population analysis, charges in e, atoms 1 to 4:
1. C -0.1930
2. C 0.0942
3. C -0.0841
4. C 0.2175

What is the multiplicity in the second record? 1